[1]
Below is a 3-piece molecular cluster, C6H15NS overall in a non-equilibrium geometry, with properties calculated with ωB97M-V/def2-TZVPD.

Structure (XYZ):
```
23
C6H15NS (ωB97M-V/def2-TZVPD)
C -0.10 -2.55 -2.01
C -0.46 -1.53 -0.98
C -1.69 -1.00 -0.98
N -2.33 -0.29 0.05
H -0.86 -2.55 -2.80
H 0.88 -2.36 -2.46
H -0.09 -3.56 -1.57
H 0.17 -1.40 -0.12
H -2.35 -1.20 -1.84
H -1.37 -1.28 2.23
H -3.11 -0.79 0.47
H -1.67 -0.18 0.85
C 2.48 1.70 0.67
C 0.99 1.78 0.23
C 0.01 1.78 1.39
S 0.01 0.20 2.27
H 2.73 2.60 1.24
H 3.13 1.73 -0.21
H 2.72 0.85 1.32
H 0.86 2.60 -0.48
H 0.85 0.85 -0.33
H -1.02 1.98 1.03
H 0.24 2.62 2.05
```

## Properties
Net charge: 0
Energy relative to the best compared isomer or geometry (same formula, charge and spin): 385.5 kJ/mol
Kohn-Sham gap: 6.50 eV
Energy: -690.39460 Ha



[2]
Below is a 2-piece molecular cluster, C3H6Cl3N2O overall in a non-equilibrium geometry, with properties calculated with ωB97M-V/def2-TZVPD.

Structure (XYZ):
```
15
C3H6Cl3N2O (ωB97M-V/def2-TZVPD)
C 0.17 1.34 0.37
C 0.23 -1.05 0.12
C 1.87 -0.25 -1.97
N 0.59 0.11 0.65
N -0.80 -1.08 -0.69
O -0.97 1.54 -0.21
Cl 1.24 1.46 -1.80
Cl 3.61 -0.26 -2.15
Cl 0.88 -1.17 -3.06
H 0.70 2.20 0.75
H 0.82 -1.89 0.53
H 1.44 0.09 1.17
H -1.41 -1.99 -0.72
H -1.38 -0.19 -0.66
H -1.04 2.52 -0.48
```

## Properties
Net charge: +1
Kohn-Sham gap (alpha / beta): 6.56 / 7.83 eV
Energy: -1682.85243 Ha



[3]
Below is a 5-piece molecular cluster, C25H43O13P overall in a non-equilibrium geometry, with properties calculated with ωB97M-V/def2-TZVPD.

Structure (XYZ):
```
82
C25H43O13P (ωB97M-V/def2-TZVPD)
C 2.45 3.07 0.52
C 2.46 1.61 1.24
O 2.97 0.67 0.27
C 2.48 -0.67 0.50
C 0.92 -0.86 0.16
O 0.10 -1.23 1.31
C -1.23 -0.69 1.00
C -2.37 -1.51 1.80
O -3.67 -0.88 1.76
C -4.27 -0.95 0.45
P -5.34 0.65 0.30
C -4.06 2.05 0.56
C -4.91 3.37 0.92
O -5.73 3.33 1.87
O -4.76 4.61 0.24
H 3.01 3.78 1.23
H 1.38 3.42 0.30
H 3.06 2.97 -0.46
H 3.10 1.62 2.21
H 1.38 1.42 1.57
H 2.77 -0.98 1.57
H 3.07 -1.36 -0.21
H 0.78 -1.64 -0.67
H 0.54 0.17 -0.20
H -1.19 0.41 1.34
H -1.44 -0.80 -0.12
H -2.38 -2.62 1.52
H -2.04 -1.48 2.91
H -5.02 -1.83 0.41
H -3.54 -1.00 -0.42
H -5.95 0.73 -1.00
H -3.30 1.79 1.37
H -3.46 2.24 -0.40
H -4.66 4.40 -0.73
O -6.03 1.22 -3.61
C -5.84 0.04 -3.81
C -6.91 -0.99 -4.05
C -6.15 -2.28 -3.84
C -4.74 -1.91 -4.25
O -4.60 -0.53 -3.89
H -7.27 -0.89 -5.08
H -7.72 -0.88 -3.34
H -6.55 -3.12 -4.42
H -6.18 -2.55 -2.78
H -4.58 -2.01 -5.32
H -4.00 -2.50 -3.72
O 2.19 3.98 -2.53
C 3.23 3.85 -3.11
C 3.66 4.63 -4.33
C 4.81 3.80 -4.85
C 5.35 3.16 -3.59
O 4.21 2.98 -2.74
H 3.98 5.62 -4.01
H 2.85 4.70 -5.05
H 5.56 4.37 -5.39
H 4.42 3.02 -5.52
H 6.07 3.80 -3.08
H 5.81 2.19 -3.79
O -2.87 -5.02 0.03
C -2.31 -5.70 0.86
C -1.70 -5.19 2.14
C -0.83 -6.35 2.56
C -1.56 -7.54 1.98
O -2.18 -7.05 0.78
H -2.50 -5.00 2.86
H -1.12 -4.29 1.96
H -0.68 -6.42 3.64
H 0.16 -6.26 2.09
H -2.35 -7.91 2.64
H -0.89 -8.36 1.73
O 4.29 0.21 4.44
C 5.17 0.99 4.21
C 6.57 0.93 4.77
C 7.09 2.32 4.48
C 6.32 2.70 3.24
O 5.05 2.05 3.36
H 7.13 0.16 4.24
H 6.55 0.72 5.84
H 8.17 2.36 4.35
H 6.82 2.99 5.30
H 6.80 2.35 2.32
H 6.17 3.78 3.17
```

## Properties
Net charge: 0
Kohn-Sham gap: 8.65 eV
Energy: -2297.74378 Ha
SMILES string: CCOCCOCCOCPCC(=O)O.O=C1CCCO1.O=C1CCCO1.O=C1CCCO1.O=C1CCCO1



[4]
Below is a 2-piece molecular cluster, C21H13N6O5 overall in a non-equilibrium geometry, with properties calculated with ωB97M-V/def2-TZVPD.

Structure (XYZ):
```
45
C21H13N6O5 (ωB97M-V/def2-TZVPD)
C 0.53 -4.10 -3.74
C 1.74 -3.40 -3.82
C 1.89 -2.17 -3.15
C 0.86 -1.65 -2.32
C 0.83 -0.33 -1.64
N -0.39 0.06 -1.24
C -1.10 1.15 -1.20
C -2.23 1.33 -0.36
N -3.16 1.62 0.30
C 2.01 0.54 -1.36
C 3.34 0.32 -1.82
C 4.34 1.27 -1.62
C 4.09 2.42 -0.87
C 2.82 2.62 -0.31
C 1.82 1.68 -0.55
C -0.32 -2.43 -2.20
C -0.51 -3.60 -2.95
H 0.41 -5.02 -4.31
H 2.56 -3.79 -4.42
H 2.80 -1.62 -3.33
H -0.91 1.99 -1.89
H 3.61 -0.60 -2.33
H 5.33 1.11 -2.05
H 4.87 3.16 -0.71
H 2.61 3.50 0.29
H 0.86 1.83 -0.06
H -1.09 -2.08 -1.53
H -1.46 -4.12 -2.93
O -5.35 1.00 4.50
N -4.20 1.48 4.52
O -3.91 2.50 5.20
C -3.11 0.90 3.75
C -1.85 1.49 3.81
C -0.79 0.98 3.03
N 0.52 1.58 3.10
O 0.71 2.52 3.89
O 1.42 1.13 2.36
C -0.96 -0.11 2.15
C -2.21 -0.76 2.08
N -2.67 -1.66 1.16
O -4.07 -1.62 1.36
N -4.46 -0.76 2.39
C -3.30 -0.24 2.86
H -1.69 2.35 4.46
H -0.17 -0.48 1.51
```

## Properties
Net charge: -1
Kohn-Sham gap: 3.07 eV
Energy: -1512.47360 Ha



Which of these has the highest net charge?
C3H6Cl3N2O



The highest energy belongs to which entry?
C6H15NS



Among the records above, which one has the highest energy?
C6H15NS